1.
A structure of composition C46H52AsHfN8OS4Te at a distorted geometry. Source: the OMol25 dataset; level of theory: ωB97M-V/def2-TZVPD.

Energy relative to the best compared isomer or geometry (same formula, charge and spin): 0.000 eV
Spin multiplicity: 2
Highest occupied orbital energy (alpha / beta): -7.22 / -7.22 eV
Total energy: -6442.07111 hartree
Molecular weight: 1242.26 g mol⁻¹

Each line ends with the Löwdin charge.
Geometry (Å):
Hf -0.68160 -0.24116 1.34747  1.400
C -2.67875 3.54573 1.93425  -0.047
C -3.99654 3.30646 2.33113  -0.066
C -4.34346 2.07991 2.75447  0.007
C -3.37138 1.02353 2.78143  -0.314
N -2.13674 1.23285 2.28679  -0.023
C -1.80932 2.49181 1.92771  -0.175
N -3.77987 -0.14239 3.33371  0.169
C -3.25761 -1.32257 3.13387  -0.389
N -2.22658 -1.70276 2.28302  -0.031
C -2.21199 -3.08918 2.33441  -0.341
N -1.48552 -3.91030 1.67238  0.155
C -0.65953 -3.60207 0.61196  -0.335
C -0.15472 -4.76449 -0.02576  0.003
C 0.67831 -4.58770 -1.12248  -0.047
C 0.90779 -3.29458 -1.58833  -0.079
C 0.34972 -2.23083 -0.97266  -0.190
N -0.45889 -2.35745 0.08283  0.012
C -3.12846 -3.58716 3.34471  -0.103
C -3.39667 -4.87374 3.80867  -0.009
C -4.25119 -5.04165 4.87224  -0.079
C -4.86245 -3.93466 5.46283  -0.069
C -4.63458 -2.63149 4.98488  0.008
C -3.76558 -2.47606 3.89919  -0.109
H -2.30605 4.51116 1.59541  0.112
H -4.70387 4.11167 2.28556  0.110
H -5.36079 1.90731 3.12532  0.126
H -0.78846 2.64453 1.67857  0.089
H -0.34894 -5.72352 0.42296  0.109
H 1.15150 -5.47668 -1.56162  0.117
H 1.53014 -3.17074 -2.45896  0.106
H 0.53922 -1.20645 -1.29803  0.076
H -2.85021 -5.69799 3.34970  0.116
H -4.43314 -6.00836 5.34239  0.107
H -5.48722 -4.03811 6.34050  0.100
H -5.14768 -1.78072 5.44587  0.119
S -4.83722 0.92870 -1.32645  0.570
C -3.52116 0.09996 -0.67537  -1.804
S -4.13616 -1.34238 -0.07062  0.619
S -1.90276 0.64489 -0.77331  0.561
C 1.41983 -3.79177 3.65904  -0.299
As 1.37818 -2.05643 2.88003  1.041
C 2.55898 -1.03747 3.97381  -0.310
C 2.70326 -2.33665 1.43622  -0.270
H 2.47250 -4.16507 3.59902  0.045
H 0.74668 -4.39904 3.08877  -0.004
H 1.12724 -3.77503 4.72082  0.032
H 3.61791 -1.29087 3.78498  0.049
H 2.35582 -1.20242 5.03385  0.025
H 2.43542 0.00851 3.71267  -0.018
H 2.23884 -2.72581 0.54494  -0.017
H 3.43819 -3.08365 1.76728  0.030
H 3.17544 -1.37642 1.16337  0.034
C 0.30186 -0.97644 8.13821  -0.047
N 0.58177 0.14504 7.26453  -0.124
C 1.53073 1.14537 7.49195  -0.056
C 1.65545 1.84375 6.34459  -0.080
N 0.75997 1.28646 5.46924  0.054
C 0.14843 0.22479 5.96856  -0.837
S -0.90801 -0.80368 5.20521  0.669
H 0.68197 -0.79258 9.15347  0.094
H 0.78873 -1.86941 7.71292  0.092
H -0.77812 -1.11790 8.18914  0.078
H 2.01851 1.33263 8.41755  0.109
H 2.21189 2.74830 6.08998  0.124
H 0.70587 1.50870 4.45757  0.128
C 2.72219 1.73697 1.53282  -0.012
C 1.41732 1.01012 1.39056  -0.727
O 0.61498 1.01060 2.50169  -0.364
N 0.97147 0.46387 0.33415  -0.083
Te 2.31356 1.48798 -3.38913  1.418
C 0.31001 2.05952 -3.51808  -0.478
C -0.11840 3.12265 -2.70701  -0.335
C 0.80437 3.78531 -1.69397  -0.101
C -1.42888 3.60870 -2.78478  -0.035
C -2.36226 3.02600 -3.65035  -0.272
C -3.76965 3.55548 -3.72857  -0.065
C -1.95767 1.89875 -4.38115  -0.017
C -0.65254 1.39355 -4.29784  -0.281
C -0.28642 0.09161 -5.04730  -0.047
C 2.80245 1.34830 -5.42625  -0.447
C 2.62397 2.40195 -6.34308  -0.298
C 2.13285 3.76584 -5.91538  -0.067
C 3.03414 2.21310 -7.67079  -0.036
C 3.64680 1.07284 -8.11923  -0.260
C 4.26424 1.08207 -9.52539  -0.046
C 3.73072 -0.00748 -7.23970  -0.016
C 3.29122 0.07269 -5.89869  -0.304
C 3.36265 -1.18510 -5.08378  -0.104
H 3.24816 1.52069 2.47850  0.080
H 2.44975 2.75725 1.45772  0.066
H 3.29989 1.50689 0.64721  0.078
H 1.37264 3.07549 -1.09378  0.027
H 0.23360 4.42929 -1.03899  0.066
H 1.51625 4.44277 -2.18650  0.069
H -1.75874 4.46578 -2.19507  0.117
H -3.93985 4.18851 -4.56218  0.063
H -3.99361 4.12159 -2.84517  0.062
H -4.52295 2.71910 -3.74083  0.068
H -2.70286 1.35039 -4.97889  0.124
H -1.22179 -0.37412 -5.33365  0.073
H 0.31635 -0.52778 -4.37069  0.044
H 0.30937 0.24955 -5.91919  0.060
H 2.82349 4.22263 -5.17111  0.087
H 1.10108 3.71371 -5.50139  0.080
H 2.10673 4.39423 -6.79014  0.061
H 2.91996 3.06617 -8.37233  0.127
H 5.20641 1.68537 -9.48152  0.095
H 3.64618 1.55173 -10.23335  0.048
H 4.56133 0.12660 -9.97326  0.075
H 4.13311 -0.91670 -7.60777  0.097
H 3.85585 -2.00252 -5.66253  0.090
H 2.33003 -1.46810 -4.91932  0.053
H 3.83354 -1.05006 -4.11285  0.049

Force components x, y, z for each atom (eV/Å):
Hf -0.8 -1.2 1.1
C 0.6 0.0 -0.3
C 0.5 1.0 -0.5
C -0.2 -1.3 0.8
C -0.6 0.6 -0.5
N -0.6 0.0 0.4
C -0.5 0.4 0.3
N 0.2 -1.5 0.0
C 0.0 1.9 0.5
N -0.7 -0.2 0.3
C 1.0 0.6 -0.5
N 0.2 -0.1 -0.1
C -0.7 -0.3 -1.0
C 1.0 1.3 -0.2
C -0.4 -0.6 0.6
C 0.7 -1.4 -1.1
C -0.6 1.0 0.0
N 0.1 -0.2 1.8
C -1.2 0.0 1.2
C 1.1 0.0 -0.9
C -0.4 0.1 0.8
C 0.3 1.1 -0.3
C -0.2 -0.1 -0.3
C 0.0 -1.0 0.1
H -0.3 -0.2 0.2
H -0.3 0.2 0.1
H 0.6 -0.3 -0.2
H 0.7 0.1 -0.4
H -0.1 -0.1 0.0
H -0.2 0.6 -0.1
H 0.2 0.3 -0.1
H 0.0 -0.3 0.0
H -0.3 0.1 0.2
H 0.1 0.1 -0.4
H -0.1 -0.2 -0.1
H 0.3 -0.3 -0.2
S 0.2 -0.1 0.1
C -0.4 0.0 -0.2
S 0.0 0.2 -0.2
S 0.1 -0.2 -0.1
C 1.2 -0.4 1.0
As -0.2 0.9 -1.6
C 1.1 0.2 0.7
C 0.2 -0.1 0.2
H -0.9 0.1 0.0
H -0.3 -0.6 -0.2
H -0.1 0.1 -0.5
H -0.5 -0.1 0.0
H -0.1 0.2 -0.1
H -0.1 0.0 0.2
H -0.2 -0.1 -0.2
H 0.0 0.4 0.0
H -0.2 -0.4 0.3
C 0.1 -0.2 0.0
N 0.6 0.4 0.3
C -0.1 0.0 -0.6
C 0.0 0.5 0.3
N 0.5 1.2 -2.3
C -0.3 -0.6 1.1
S -0.3 -0.5 -0.2
H 0.0 0.1 -0.5
H -0.4 0.2 0.3
H 0.1 -0.2 -0.1
H 0.1 -0.2 0.5
H -0.2 -0.6 0.2
H -0.1 -0.3 0.6
C -0.1 -1.1 -0.1
C -0.2 0.1 0.6
O 0.2 0.0 0.0
N 0.7 -0.3 -0.9
Te 0.3 -0.2 0.4
C -1.2 0.4 0.2
C 0.1 0.6 0.5
C -0.1 0.1 -0.5
C -0.2 -0.4 -0.7
C 0.5 -0.3 0.0
C -0.5 -1.7 0.7
C 0.0 -0.1 0.2
C 0.4 -0.5 -0.7
C -0.6 1.0 1.3
C 0.0 -1.5 -1.0
C 0.5 -0.3 0.4
C -0.3 -0.3 0.5
C -0.4 1.5 0.0
C 0.3 -0.8 -0.6
C 1.5 -0.2 1.2
C -0.5 1.0 0.7
C 0.4 1.5 -1.1
C 0.1 -0.2 -0.5
H -0.2 0.2 -0.5
H 0.0 1.4 0.3
H 0.4 -0.1 0.0
H -0.1 -0.1 0.0
H -0.3 0.0 0.3
H 0.3 0.0 -0.2
H 0.3 -0.3 0.1
H -0.1 0.5 -1.0
H -0.1 0.4 0.5
H 0.8 0.7 -0.2
H 0.4 0.3 0.2
H 0.0 -0.4 0.0
H -0.4 -0.1 -0.1
H 0.4 0.3 -0.7
H -0.6 -0.3 -0.3
H 0.7 0.1 -0.1
H 0.0 0.4 -0.2
H 0.1 -0.6 0.5
H -0.7 -0.4 0.0
H -1.0 0.7 -0.8
H -0.2 -0.1 0.6
H 0.4 -0.8 -0.2
H -0.3 0.7 0.5
H -0.2 -0.4 0.3
H 0.1 -0.1 0.0



2.
A structure of composition C46H52BaGeN10O3SSeSi at a distorted geometry. Source: the OMol25 dataset; level of theory: ωB97M-V/def2-TZVPD.

Energy relative to the best compared isomer or geometry (same formula, charge and spin): 2.262 eV
Highest occupied orbital energy: -7.02 eV
Total energy: -7748.85469 hartree
Molecular weight: 1142.04 g mol⁻¹

Each line ends with the Löwdin charge.
Geometry (Å):
Ba -1.53073 -0.12732 1.09550  1.954
O -0.00167 3.13040 -4.46729  0.019
C -0.54152 4.12944 -3.72179  -0.265
C -0.48134 5.41322 -4.25884  -0.002
C -1.04313 6.47457 -3.57291  -0.068
C -1.69330 6.27264 -2.34966  -0.078
C -1.75039 4.99313 -1.83441  -0.030
C -1.15209 3.91554 -2.48984  -0.109
C -1.30245 2.55176 -1.89567  -0.437
O -2.34346 2.20901 -1.35396  0.058
N -0.21144 1.68874 -2.06207  -0.155
N -0.56972 0.35084 -1.61313  -0.053
C -0.58154 -0.47495 -2.59499  -0.084
C -1.13914 -1.82184 -2.55534  -0.153
C -0.87421 -2.67248 -3.64111  -0.075
C -1.47013 -3.90608 -3.75562  -0.121
C -2.40454 -4.28290 -2.76669  -0.101
C -2.70658 -3.46093 -1.71153  -0.026
C -2.06673 -2.20462 -1.54954  -0.410
O -2.34193 -1.44592 -0.55531  -0.447
H -0.10263 2.29394 -3.98193  0.077
H 0.00324 5.54779 -5.21958  0.124
H -0.98614 7.47090 -3.99914  0.107
H -2.15065 7.10035 -1.81968  0.104
H -2.25654 4.80073 -0.89645  0.108
H -0.19919 -0.13943 -3.56234  0.127
H -0.17524 -2.33100 -4.40446  0.108
H -1.24888 -4.55747 -4.59068  0.091
H -2.90331 -5.24483 -2.84424  0.102
H -3.42886 -3.74957 -0.95435  0.111
C -2.42038 2.88081 1.62603  -0.199
C -3.52916 1.80595 1.86853  -0.235
N -3.09044 0.69430 2.74465  -0.306
C -2.67928 1.03581 4.12577  -0.172
C -1.41186 0.23663 4.53638  -0.187
N -0.39883 0.16250 3.45306  -0.204
C 0.49936 1.33519 3.33072  -0.209
C -0.20324 2.59690 2.80060  -0.179
N -1.03089 2.33855 1.58588  -0.205
H -2.48473 3.66294 2.38162  0.112
H -2.65270 3.34526 0.67484  0.080
H -3.82416 1.36857 0.89095  0.101
H -4.40975 2.32115 2.25112  0.118
H -3.80893 -0.03561 2.74003  0.056
H -2.48880 2.10175 4.19283  0.094
H -3.46231 0.82335 4.85665  0.118
H -1.72290 -0.78017 4.75958  0.089
H -0.99851 0.66015 5.46301  0.118
H 0.18816 -0.66101 3.59384  0.101
H 1.30678 1.05710 2.64899  0.037
H 0.95653 1.60313 4.29360  0.122
H 0.56009 3.34035 2.59347  0.106
H -0.82996 3.02073 3.58151  0.098
H -0.54825 2.72577 0.77799  0.079
S 3.49014 -0.30882 1.81371  0.559
C 3.63040 -1.20947 0.38431  -0.850
N 2.55394 -1.85343 -0.15380  0.064
C 2.55898 -2.50991 -1.32360  -0.071
C 3.69883 -2.60298 -2.04940  -0.047
C 4.80991 -1.99336 -1.46329  -0.137
N 4.80975 -1.33006 -0.31978  0.062
H 1.63234 -1.89652 0.30239  0.002
H 1.60688 -2.95121 -1.60486  0.117
H 3.73990 -3.12302 -2.99585  0.106
H 5.76964 -2.04524 -1.97427  0.110
Ge 1.60455 2.06110 -1.55070  1.031
C 2.91460 2.08227 -2.93878  -0.290
C 4.15200 1.63606 -2.46072  -0.123
C 5.28313 1.68206 -3.26865  -0.080
C 5.18827 2.17776 -4.56280  -0.088
C 3.96513 2.63314 -5.04245  -0.079
C 2.83061 2.59379 -4.23560  -0.085
C 1.89925 3.60870 -0.44264  -0.292
C 1.51847 4.93011 -0.71575  -0.085
C 1.95505 5.96888 0.09817  -0.077
C 2.79224 5.70852 1.17818  -0.086
C 3.18580 4.40590 1.45240  -0.081
C 2.73738 3.35645 0.65237  -0.132
H 1.88764 0.82750 -0.66975  0.025
H 4.25261 1.25363 -1.44883  0.083
H 6.23446 1.33301 -2.88127  0.106
H 6.06766 2.21251 -5.19627  0.101
H 3.89064 3.02791 -6.04993  0.102
H 1.88910 2.95437 -4.62771  0.074
H 0.88920 5.16179 -1.56391  0.077
H 1.65392 6.98688 -0.12245  0.103
H 3.14307 6.52451 1.79963  0.102
H 3.83858 4.19766 2.29185  0.108
H 3.05032 2.33981 0.89027  0.038
Se -6.32648 -2.69782 3.33170  1.135
N -5.59736 -4.04577 4.22491  -0.224
C -4.30402 -3.89087 4.06574  -0.396
C -3.29881 -4.75626 4.63972  -0.004
C -2.02073 -4.46070 4.38180  -0.042
C -1.67311 -3.31489 3.54874  -0.134
N -2.51527 -2.49520 3.01042  0.112
C -3.85991 -2.76161 3.27099  -0.436
N -4.79868 -1.97698 2.79256  -0.232
H -3.59350 -5.59964 5.25328  0.122
H -1.21724 -5.06888 4.78110  0.109
H -0.62288 -3.13401 3.31597  0.093
C 0.82648 -5.75811 -0.95536  -0.177
Si 0.17929 -5.28698 0.70085  0.326
C -1.49846 -6.02288 0.93784  -0.163
C 1.29245 -5.95960 2.00677  -0.186
C 0.11106 -3.50807 0.83132  -0.253
C 0.01894 -2.27225 0.90718  -0.281
H 0.80282 -6.84709 -1.09418  0.039
H 1.86580 -5.42093 -1.07486  0.027
H 0.21631 -5.29129 -1.74274  0.023
H -1.43278 -7.11835 0.97397  0.038
H -2.16288 -5.73635 0.11427  0.022
H -1.95251 -5.67485 1.87574  0.013
H 1.40180 -7.04604 1.89698  0.035
H 0.88661 -5.75812 3.00801  0.020
H 2.28710 -5.50051 1.95250  0.037

Force components x, y, z for each atom (eV/Å):
Ba 1.5 -1.5 -2.3
O -0.7 0.2 0.0
C 0.2 -0.1 -0.2
C 0.0 0.1 0.0
C 0.0 0.0 0.1
C 0.1 0.0 -0.2
C 0.0 0.0 0.1
C -0.2 -0.1 0.2
C 0.2 -0.4 0.1
O 0.4 0.2 0.0
N -0.5 0.0 0.1
N 0.1 0.4 -0.3
C -0.3 -0.5 0.1
C 0.4 0.6 -0.2
C 0.1 0.0 -0.1
C -0.1 0.0 0.2
C 0.1 -0.1 -0.1
C 0.1 -0.2 -0.1
C -0.2 0.2 0.4
O -1.1 -1.4 -1.8
H 0.0 -0.1 0.1
H -0.1 0.0 0.1
H 0.0 -0.1 0.0
H 0.1 -0.1 -0.1
H 0.0 0.0 0.0
H 0.0 0.0 -0.1
H -0.1 -0.1 0.1
H 0.0 0.0 0.0
H 0.0 0.0 0.0
H 0.1 0.0 -0.1
C 0.2 -0.4 0.3
C 0.3 0.0 0.0
N -2.0 1.4 1.9
C 0.3 -0.4 -0.3
C 0.1 0.3 -0.5
N 0.4 0.5 1.6
C -0.4 0.0 0.0
C -0.3 -0.5 -0.2
N 0.1 1.9 0.6
H 0.0 0.0 0.2
H 0.0 0.0 -0.1
H 0.1 0.2 0.5
H -0.2 0.1 0.0
H 0.2 0.2 0.1
H 0.0 0.1 -0.1
H -0.1 0.0 0.0
H 0.0 -0.1 0.0
H 0.0 0.1 0.0
H -0.1 0.2 -0.1
H 0.0 -0.1 0.0
H 0.1 0.0 0.0
H 0.2 0.1 -0.1
H -0.1 0.1 0.0
H -0.1 0.0 0.1
S 0.1 -0.4 -0.6
C 0.5 0.0 -0.3
N 0.2 -0.1 -0.6
C -0.3 -0.1 0.2
C 0.1 -0.1 -0.2
C 0.4 0.4 0.4
N -0.4 -0.1 0.0
H -0.2 0.3 0.7
H 0.0 0.1 0.1
H 0.0 0.1 0.1
H 0.0 0.0 0.1
Ge -0.4 -0.5 0.4
C 0.5 0.0 -0.5
C 0.2 0.0 -0.2
C -0.1 0.0 0.0
C -0.1 0.0 0.0
C 0.0 -0.1 0.1
C 0.3 -0.1 -0.1
C -0.1 0.5 0.3
C 0.2 -0.1 0.2
C 0.0 -0.1 0.0
C 0.0 0.0 0.0
C -0.1 -0.1 -0.1
C -0.1 0.2 0.1
H -0.1 0.2 -0.1
H 0.0 0.0 0.0
H -0.1 0.0 0.0
H 0.0 0.0 0.0
H 0.0 0.0 0.1
H 0.4 0.0 0.1
H 0.0 0.0 0.0
H 0.0 -0.1 0.0
H 0.0 0.0 0.0
H 0.0 0.0 0.0
H 0.0 0.1 0.0
Se -0.7 0.2 -0.1
N 0.1 0.4 -0.3
C 0.6 -0.4 0.2
C -0.7 0.1 0.0
C 0.7 0.4 -0.3
C 0.2 -0.3 0.1
N -0.8 -0.1 0.3
C 0.9 0.0 -0.1
N -0.1 -0.3 0.2
H 0.0 0.1 -0.1
H 0.0 0.1 -0.1
H -0.2 0.0 0.1
C 0.3 -0.2 -0.7
Si -0.1 -0.2 0.0
C -0.6 -0.2 0.1
C 0.4 -0.3 0.6
C -0.2 1.7 0.1
C 0.7 -1.9 0.2
H 0.0 0.2 0.0
H -0.2 -0.1 0.0
H 0.1 -0.1 0.1
H -0.1 0.1 0.0
H 0.1 -0.1 0.1
H 0.0 -0.1 -0.2
H 0.0 0.1 0.1
H 0.1 -0.1 -0.1
H -0.1 -0.1 0.0



Question: Which value of energy relative to the best compared isomer or geometry (same formula, charge and spin) does entry 1 give?
Answer: 0.000 eV